The following is a DFT calculation (the ωB97M-V functional and the def2-TZVPD basis) of a 11-piece molecular cluster, C29H62F14N11O31S14 overall at a distorted geometry.

Geometry as XYZ:
```
161
C29H62F14N11O31S14 (the ωB97M-V functional and the def2-TZVPD basis)
C 5.257 -2.855 2.935
C 4.726 -1.539 2.329
O 3.591 -1.143 2.557
N 5.697 -0.670 1.497
H 6.669 -0.939 1.546
H 5.406 -0.738 0.532
C 5.517 0.777 1.879
H 6.276 -3.127 2.660
H 4.569 -3.662 2.682
H 5.148 -2.605 3.990
H 6.078 0.847 2.811
H 4.491 1.118 2.016
H 5.918 1.476 1.145
C -5.673 -3.016 1.255
C -5.014 -1.618 1.287
C -5.285 -0.842 0.001
C -6.619 -0.172 -0.102
C -6.822 0.819 0.977
C -6.769 0.238 2.473
N -5.585 -0.756 2.451
O -5.179 -1.198 3.672
C -8.008 -0.689 2.716
C -6.669 1.337 3.567
C -3.388 -1.601 1.370
H -5.256 -3.698 0.514
H -6.732 -2.911 1.018
H -5.521 -3.427 2.253
H -5.185 -1.584 -0.791
H -4.565 -0.059 -0.238
H -7.460 -0.865 -0.091
H -6.641 0.346 -1.060
H -7.754 1.360 0.813
H -6.029 1.566 0.994
H -8.935 -0.175 2.462
H -8.162 -0.969 3.759
H -8.040 -1.628 2.164
H -6.635 0.990 4.600
H -7.389 2.148 3.458
H -5.685 1.794 3.471
H -3.034 -2.361 2.067
H -3.002 -0.604 1.586
H -2.888 -1.874 0.441
C -1.313 4.319 -5.696
C -1.258 5.425 -4.615
C -1.410 4.849 -3.177
C -0.574 5.553 -2.118
C 0.839 6.228 -2.583
C 1.314 5.829 -3.996
N 0.136 6.097 -4.857
O 0.460 6.337 -6.240
C 1.757 4.387 -3.975
C 2.421 6.815 -4.521
C -2.377 6.487 -4.944
H -2.149 3.626 -5.603
H -0.322 3.885 -5.833
H -1.442 4.572 -6.748
H -1.009 3.836 -3.179
H -2.408 4.835 -2.738
H -0.246 4.972 -1.256
H -1.175 6.334 -1.654
H 1.637 6.016 -1.872
H 0.802 7.306 -2.428
H 2.108 4.135 -4.975
H 0.974 3.656 -3.773
H 2.660 4.218 -3.387
H 2.952 6.428 -5.391
H 3.271 6.950 -3.853
H 1.999 7.775 -4.819
H -2.235 7.355 -4.301
H -3.387 6.130 -4.742
H -2.361 6.818 -5.982
C 0.997 -4.132 -1.166
C 0.441 -2.931 -0.332
C 1.442 -1.792 -0.459
N 0.998 -0.506 0.235
C 0.596 -0.609 1.724
C 2.163 0.462 0.070
C 1.909 0.975 -1.414
C 0.459 0.650 -1.789
C -0.196 0.159 -0.500
H 1.937 -4.603 -0.882
H 1.143 -3.844 -2.207
H 0.343 -4.994 -1.038
H 0.279 -3.104 0.732
H -0.545 -2.590 -0.649
H 1.634 -1.580 -1.511
H 2.297 -2.211 0.070
H 0.656 0.371 2.197
H 1.167 -1.360 2.269
H -0.453 -0.907 1.708
H 2.004 1.343 0.692
H 3.082 -0.120 0.133
H 2.056 2.054 -1.373
H 2.595 0.596 -2.171
H -0.003 1.523 -2.250
H 0.323 -0.038 -2.623
H -0.445 1.042 0.090
H -1.070 -0.489 -0.571
N 4.538 -8.297 -1.802
S 3.161 -7.324 -1.578
O 2.779 -7.023 -0.225
O 2.108 -7.499 -2.540
F 3.836 -6.020 -2.073
S 4.022 -9.389 -0.910
O 2.966 -10.152 -1.501
O 3.985 -9.250 0.516
F 5.187 -10.514 -1.208
N -1.487 -0.946 -4.092
S -2.026 -2.509 -3.727
O -2.737 -3.186 -4.791
O -2.419 -2.764 -2.318
F -0.555 -3.203 -3.746
S -2.754 -0.220 -3.685
O -3.038 0.200 -2.338
O -3.911 -0.531 -4.489
F -2.380 1.145 -4.396
N -3.388 1.867 2.141
S -3.041 2.922 0.878
O -1.643 3.235 0.512
O -4.200 3.786 0.501
F -3.256 1.771 -0.248
S -2.298 2.392 3.075
O -2.504 3.710 3.606
O -0.928 1.906 2.765
F -2.793 1.514 4.322
N 5.145 -0.908 -1.077
S 5.556 -0.307 -2.375
O 4.477 -0.171 -3.386
O 6.959 -0.350 -2.751
F 5.444 1.084 -1.647
S 5.160 -2.508 -1.685
O 6.317 -3.005 -2.334
O 3.988 -3.160 -2.247
F 5.423 -3.083 -0.221
N 1.746 -5.526 4.409
S 2.856 -6.510 4.022
O 4.191 -5.801 3.900
O 2.442 -7.595 3.160
F 3.009 -7.307 5.439
S 1.596 -5.037 2.789
O 0.520 -5.649 2.050
O 2.624 -4.443 2.059
F 0.825 -3.664 3.118
N -0.188 -2.760 6.011
S 0.685 -1.483 5.972
O 0.406 -0.409 6.961
O 1.190 -1.079 4.668
F 2.081 -2.076 6.584
S -1.500 -1.869 5.468
O -1.547 -1.662 4.044
O -2.210 -0.817 6.234
F -2.580 -3.053 5.605
N 2.776 5.284 2.721
S 1.932 4.169 2.176
O 2.131 2.935 2.895
O 1.628 4.086 0.774
F 0.552 4.729 2.780
S 4.157 5.014 1.656
O 3.908 5.202 0.220
O 5.000 3.819 1.845
F 5.188 6.265 2.116
```

Gap between HOMO and LUMO, eV: 1.125
HOMO, eV: -2.7
Total charge: -3

=====

The following is a DFT calculation (the ωB97M-V functional and the def2-TZVPD basis) of C14H11AgBrF5N2O3Te as an isolated structure at a distorted geometry.

Geometry as XYZ:
```
38
C14H11AgBrF5N2O3Te (the ωB97M-V functional and the def2-TZVPD basis)
Ag 2.485 -2.106 0.480
C 0.792 -4.833 -0.085
O 0.496 -3.525 0.423
C -0.650 -2.916 -0.006
C -1.854 -3.583 -0.085
C -2.995 -2.802 -0.012
Br -4.568 -3.695 0.541
C -2.924 -1.427 -0.121
C -1.699 -0.747 -0.059
C -0.496 -1.468 -0.013
O 0.645 -0.893 0.170
C -1.686 0.718 0.004
N -0.570 1.473 0.030
C -0.913 2.824 -0.002
C -0.124 3.957 -0.074
C -0.727 5.200 -0.164
C -2.122 5.352 -0.140
C -2.895 4.199 -0.053
C -2.296 2.917 -0.014
N -2.770 1.543 -0.009
H 0.701 -4.863 -1.149
H 0.165 -5.608 0.338
H 1.830 -5.047 0.202
H -1.952 -4.682 0.017
H -3.866 -0.866 -0.061
H 0.399 1.085 0.048
H 0.975 3.901 0.048
H -0.076 6.061 -0.219
H -2.582 6.335 -0.061
H -3.994 4.289 0.044
H -3.748 1.323 -0.057
F 6.619 -1.126 -1.099
Te 5.297 -0.395 0.003
F 3.913 -0.227 -1.156
F 4.081 0.398 1.163
F 5.665 1.429 -0.534
F 6.722 -0.166 1.183
O 4.722 -2.029 0.480
```

Gap between HOMO and LUMO, eV: 7.330
HOMO, eV: -8.2
Energy above the lowest of the compared OMol25 structures with the same formula, charge and spin, eV: 0.173
Total charge: 0

=====

The following is a DFT calculation (the ωB97M-V functional and the def2-TZVPD basis) of one molecule with the formula C6H10N4O at a distorted geometry.

Geometry as XYZ:
```
21
C6H10N4O (the ωB97M-V functional and the def2-TZVPD basis)
C 0.722 2.105 -0.981
C -0.557 2.042 -0.418
C -0.687 0.761 0.160
C -1.501 -0.162 1.095
C -0.535 -1.259 1.407
C 2.010 -2.550 -0.790
N 1.445 1.013 -0.605
N 0.585 0.347 0.094
N 0.729 -0.979 0.631
N -1.534 3.016 -0.482
O 0.757 -1.899 -0.478
H 1.156 3.051 -1.339
H -1.832 0.338 1.993
H -2.361 -0.545 0.498
H -0.342 -1.423 2.452
H -0.798 -2.110 0.824
H 2.663 -2.479 0.077
H 2.447 -2.119 -1.693
H 1.616 -3.562 -0.999
H -1.527 3.568 -1.363
H -2.457 2.844 -0.085
```

Gap between HOMO and LUMO, eV: 8.607
HOMO, eV: -7.7
Energy above the lowest of the compared OMol25 structures with the same formula, charge and spin, eV: 3.869
SMILES string: CON1CCc2c(N)cnn21
Total charge: 0

=====

The following is a DFT calculation (the ωB97M-V functional and the def2-TZVPD basis) of one molecule with the formula C22H22N2O2S2 at a distorted geometry.

Geometry as XYZ:
```
50
C22H22N2O2S2 (the ωB97M-V functional and the def2-TZVPD basis)
N 0.425 2.785 -0.241
N -1.976 -3.766 2.311
O -0.583 -1.519 -0.295
O -1.810 1.790 -1.464
S 3.312 3.817 -3.858
S 1.921 -1.567 1.180
C 1.073 3.895 -0.383
C 2.159 4.174 -1.342
C 1.238 1.347 -3.553
C 0.419 0.157 -3.554
C 2.378 3.391 -2.411
C 1.491 2.140 -2.416
C -0.590 -0.022 -2.604
C -1.774 -2.967 1.217
C 0.258 -4.856 5.077
C 1.396 -4.103 4.758
C -0.639 -2.188 0.893
C -0.827 -4.701 4.199
C 1.343 -3.171 3.679
C 0.477 -2.337 1.740
C -0.861 -3.822 3.032
C 0.334 -3.082 2.818
C -1.753 2.605 -2.629
C 0.374 5.073 0.170
C -3.018 -3.093 0.338
C -0.908 -0.134 -0.127
C 0.699 1.655 -1.095
C -0.612 0.876 -1.322
H 3.440 5.099 -3.555
H 1.308 -1.335 -0.080
H 2.777 5.034 -1.438
H 1.870 1.548 -4.425
H 0.317 -0.387 -4.467
H -1.156 -0.953 -2.604
H 0.095 -5.490 5.952
H 2.360 -3.989 5.322
H -1.669 -5.478 4.425
H 2.311 -2.652 3.639
H -2.178 3.574 -2.448
H -2.250 2.090 -3.369
H -0.782 2.731 -2.883
H 0.313 4.839 1.218
H 0.879 5.941 0.033
H -0.629 5.094 -0.326
H -3.136 -2.123 -0.173
H -2.984 -3.917 -0.398
H -3.885 -3.226 1.019
H -1.935 -0.014 0.173
H -0.397 0.167 0.818
H 1.385 1.067 -0.551
```

Gap between HOMO and LUMO, eV: 7.446
HOMO, eV: -8.1
Energy above the lowest of the compared OMol25 structures with the same formula, charge and spin, eV: 3.586
SMILES string: CO[C@@]1(COc2c(C)nc3ccccc3c2S)C=CC=C2C(S)=CC(C)=N[C@H]21
Total charge: 0

=====

The following is a DFT calculation (the ωB97M-V functional and the def2-TZVPD basis) of an isolated ion of composition C5H8N and charge +1 at a distorted geometry.

Geometry as XYZ:
```
14
C5H8N (the ωB97M-V functional and the def2-TZVPD basis)
C 1.029 -1.047 0.160
C 0.261 1.457 0.338
C 0.730 -0.164 -1.066
C 1.322 0.423 0.136
C -0.694 0.611 -0.715
N -1.519 -0.351 0.110
H 0.466 -1.488 1.016
H 1.985 -1.545 0.043
H -0.041 1.670 1.302
H 0.460 2.393 0.045
H 1.138 -0.361 -2.009
H -0.985 -1.157 0.270
H -2.261 -0.630 -0.527
H -1.891 0.190 0.899
```

Gap between HOMO and LUMO (spin up / spin down), eV: 7.471 / 9.286
HOMO (spin up / spin down), eV: -13.5 / -14.5
Energy above the lowest of the compared OMol25 structures with the same formula, charge and spin, eV: 7.356
Total charge: +1

=====

Q: Which of these has the highest total charge?
A: C5H8N

=====

Q: The lowest total charge belongs to which entry?
A: C29H62F14N11O31S14

=====

Q: Look up the total charge of the fifth one.
A: +1